DFT (the ωB97M-V functional and the def2-TZVPD basis) results for a molecular structure, C19H19N5O7ReS.

Each line ends with the natural charge from an NBO analysis.
Atoms and positions in Å:
Re  0.43648  0.28726  1.20500  1.331
S  2.21413  0.29767  -0.14426  0.274
O  1.21380  1.68108  2.56378  -0.729
O  0.82323  0.84400  -3.47929  -0.409
O  0.98707  -0.33258  -5.28435  -0.297
O  -0.73113  -1.01057  0.67724  -0.668
O  -0.88664  -4.85389  -5.23991  -0.327
O  -1.57313  -5.67221  -3.35733  -0.338
O  -2.39744  -2.47510  0.48208  -0.455
N  1.79820  -1.28329  1.72547  -0.507
N  -1.13991  -4.79067  -4.06185  0.529
N  -4.53276  3.85214  0.03926  -0.710
N  0.65056  -0.16775  -4.14286  0.522
N  -1.01285  1.75337  0.68462  -0.582
C  1.81301  -2.34344  2.54149  0.089
C  2.00887  3.82751  3.43345  -0.666
C  2.77481  -1.11661  0.81638  0.066
C  1.54045  3.09717  2.20433  -0.054
C  -3.00401  2.78403  1.54657  -0.288
C  -3.40248  3.18334  0.24867  0.279
C  -1.50280  -1.92385  -0.05602  0.779
C  3.87987  -3.04522  1.56750  -0.086
C  -2.52988  2.84213  -0.81029  -0.283
C  -0.40897  -1.08785  -2.15116  -0.198
C  -0.88623  -3.48441  -3.39859  0.029
C  -1.38399  2.14380  -0.55266  0.077
C  -1.29259  -3.32559  -2.08549  -0.124
C  3.84790  -1.95874  0.69489  -0.230
C  2.85666  -3.24700  2.48565  -0.224
C  -0.25316  -2.48523  -4.12236  -0.148
C  -1.83808  2.09334  1.70276  0.051
C  -1.03816  -2.10661  -1.45940  -0.120
C  -0.03115  -1.28969  -3.46213  0.091
H  -0.70040  1.90049  -1.35638  0.231
H  -1.79522  -4.13267  -1.57138  0.285
H  4.61364  -1.79809  -0.04886  0.267
H  2.86406  -4.09643  3.15239  0.264
H  1.04022  1.63709  3.51562  0.539
H  0.98959  -2.45030  3.23408  0.234
H  2.25449  4.85216  3.15736  0.273
H  0.64088  3.52652  1.76493  0.207
H  -3.61138  3.01536  2.40965  0.252
H  2.90372  3.37111  3.85349  0.240
H  -1.54438  1.78089  2.70167  0.199
H  1.22846  3.87858  4.19419  0.227
H  0.04516  -2.63909  -5.15051  0.300
H  2.31553  3.00195  1.44529  0.217
H  -4.81319  4.12981  -0.88665  0.422
H  -5.15665  4.08088  0.79505  0.421
H  -0.21904  -0.13090  -1.71026  0.233
H  -2.75734  3.13160  -1.82585  0.252
H  4.70217  -3.74551  1.51501  0.259

Forces on the atoms, in the same order (eV/Å):
Re 0.641 0.108 -0.215
S -0.484 -0.196 0.068
O -0.384 -0.051 0.172
O 0.035 0.023 -0.087
O 0.030 0.049 -0.011
O -0.053 -0.023 -0.393
O -0.003 -0.075 -0.031
O -0.021 -0.072 -0.068
O -0.005 -0.081 -0.061
N -0.070 -0.048 0.211
N 0.035 0.160 0.092
N -0.065 0.025 -0.017
N -0.076 -0.074 0.035
N 0.261 -0.164 0.169
C 0.053 0.251 -0.029
C -0.018 -0.084 -0.045
C -0.178 0.221 0.023
C 0.029 0.152 -0.087
C 0.120 -0.047 0.010
C 0.106 -0.048 -0.012
C -0.064 0.020 0.132
C -0.029 -0.088 0.084
C 0.100 -0.059 0.051
C -0.010 -0.143 -0.086
C 0.018 0.124 0.096
C 0.013 0.220 -0.279
C 0.030 0.054 -0.126
C 0.022 0.030 -0.028
C 0.157 -0.050 -0.070
C -0.042 0.047 0.091
C -0.299 0.090 0.060
C -0.078 -0.083 0.117
C -0.033 -0.116 0.082
H -0.022 -0.007 -0.045
H -0.003 -0.015 0.003
H 0.035 0.012 -0.025
H 0.015 -0.020 -0.003
H 0.185 -0.160 0.044
H -0.015 0.007 -0.004
H 0.007 0.020 -0.020
H 0.052 -0.022 0.041
H -0.012 0.001 0.024
H 0.025 -0.006 0.008
H -0.001 -0.019 -0.008
H -0.036 0.002 0.024
H -0.002 0.000 0.016
H -0.039 0.016 0.038
H 0.007 -0.002 0.001
H 0.011 0.002 0.002
H 0.035 0.134 0.100
H 0.002 0.004 -0.044
H 0.017 -0.019 0.003

Net charge   +2
Multiplicity   2
HOMO energy (spin up / spin down)   -14.8 / -15.2 eV
E   -54739.604 eV
LUMO (spin up / spin down)   -8.5 / -8.1 eV
⟨S²⟩   0.772

DFT (the ωB97M-V functional and the def2-TZVPD basis) results for a single C19H19N5OS molecule.

Each line ends with the natural charge from an NBO analysis.
Atoms and positions in Å:
S  2.19726  2.46694  1.16968  -0.295
O  1.20224  -1.94871  -0.32776  -0.628
N  1.15280  -0.22023  1.09637  -0.444
N  2.54415  -0.13797  1.07930  -0.448
N  -5.50938  3.03143  0.38983  -0.413
N  -3.70262  -0.62969  0.07984  -0.397
N  4.44028  1.17153  0.79346  -0.584
C  -4.88734  4.09523  -0.09264  0.041
C  5.65698  0.74064  -1.92393  -0.613
C  5.26373  -0.37908  -0.96782  -0.408
C  0.54719  -1.11030  0.26897  0.636
C  -1.78228  -2.11081  0.22218  -0.009
C  -2.90351  0.41085  0.05623  0.211
C  -1.49726  0.27928  0.13407  -0.227
C  3.11024  1.09415  0.96571  0.282
C  -4.85619  1.88864  0.42204  0.075
C  -3.18487  -1.86510  0.15710  0.145
C  -2.21863  -4.47711  0.30890  -0.209
C  -3.58486  4.06111  -0.56715  -0.255
C  -3.60035  -4.23621  0.24389  -0.196
C  -0.93417  -0.97133  0.22330  -0.078
C  -2.90148  2.85775  -0.53777  -0.155
C  5.33143  0.07183  0.49807  -0.228
C  -3.54084  1.72984  -0.02636  -0.120
C  -4.07755  -2.95846  0.16985  -0.195
C  -1.32613  -3.44031  0.30230  -0.194
H  4.80116  2.11003  0.71973  0.422
H  -1.89552  2.80062  -0.92781  0.217
H  6.66090  1.09796  -1.70449  0.201
H  -3.11743  4.95185  -0.95764  0.221
H  -0.88112  1.16535  0.11332  0.226
H  5.93903  -1.22685  -1.09347  0.211
H  5.63703  0.38348  -2.95005  0.220
H  5.09588  -0.76424  1.16334  0.203
H  -5.38843  1.03856  0.82533  0.211
H  -5.46368  5.01105  -0.10045  0.193
H  2.92928  -0.94273  0.58980  0.425
H  -1.86163  -5.49479  0.36497  0.216
H  4.96505  1.57594  -1.84355  0.210
H  4.25495  -0.71957  -1.21002  0.203
H  -4.28377  -5.07259  0.25241  0.216
H  6.34515  0.40790  0.72574  0.212
H  -0.26502  -3.62904  0.34112  0.236
H  -5.13351  -2.74483  0.11899  0.228
H  0.72286  0.63799  1.43507  0.437

Forces on the atoms, in the same order (eV/Å):
S -0.298 0.603 0.006
O -0.024 -0.153 -0.180
N 0.083 0.262 0.217
N 0.117 -0.536 -0.415
N -0.487 0.124 0.166
N -0.233 0.590 -0.092
N 0.022 -0.086 -0.030
C 0.226 0.226 -0.144
C -0.111 -0.210 0.078
C 0.145 0.223 0.132
C 0.518 0.225 0.294
C -0.325 0.230 -0.006
C 0.018 -0.510 0.061
C 0.159 -0.405 0.017
C -0.037 0.238 0.202
C 0.319 -0.333 -0.026
C 0.646 -0.420 0.057
C 0.271 0.083 0.034
C -0.045 -0.023 0.008
C -0.231 0.157 -0.028
C -0.486 0.285 -0.217
C -0.165 -0.160 0.116
C -0.060 -0.404 -0.294
C -0.216 0.583 -0.061
C 0.034 -0.231 0.020
C 0.055 -0.337 0.017
H -0.198 -0.064 0.072
H 0.095 -0.017 -0.006
H 0.129 0.075 -0.014
H 0.010 0.077 -0.032
H 0.114 0.071 0.012
H -0.048 -0.086 0.008
H 0.021 0.047 -0.111
H 0.108 0.058 0.040
H 0.032 -0.087 0.013
H 0.035 0.118 -0.037
H -0.052 0.140 0.125
H 0.059 -0.062 0.008
H -0.035 0.109 -0.036
H -0.028 -0.106 0.019
H -0.079 -0.039 -0.004
H -0.064 -0.068 0.067
H 0.046 -0.030 -0.009
H -0.105 0.031 -0.004
H 0.064 -0.190 -0.040

HOMO energy   -8.7 eV
SMILES   CCCNC(=S)NNC(=O)c1cc(-c2cccnc2)nc2ccccc12
E   -40345.220 eV
LUMO   -0.4 eV

DFT (the ωB97M-V functional and the def2-TZVPD basis) results for 2 unconnected molecules or ions with the total composition C19H19NO2 in a non-equilibrium geometry.

Each line ends with the natural charge from an NBO analysis.
Atoms and positions in Å:
O  0.11024  4.73241  -0.66257  -0.586
O  -2.57310  4.77120  -0.43861  -0.575
N  0.16411  -0.68394  0.78521  -0.326
C  -2.48733  3.55019  -0.59234  0.489
C  4.18287  -1.65793  1.37974  -0.191
C  -0.02027  3.50682  -0.65762  0.486
C  2.03395  -1.97219  0.38089  -0.072
C  -3.74873  2.76376  -0.89878  -0.698
C  3.67114  -0.60479  2.15618  -0.212
C  1.54452  -0.85029  1.08588  0.119
C  -1.26533  2.79338  -0.54964  -0.563
C  -1.45772  -3.15963  -1.57870  -0.197
C  -1.42249  -2.09013  -0.65785  -0.203
C  3.37032  -2.36537  0.47861  -0.181
C  0.93371  -3.57114  -1.28975  -0.193
C  -0.60430  0.34570  1.16892  0.292
C  -0.21117  -1.75529  -0.08608  0.099
C  -0.28672  -3.87298  -1.90159  -0.192
C  2.32698  -0.18666  2.01727  -0.155
C  0.95047  -2.52736  -0.36899  0.021
C  1.19787  2.63019  -0.83524  -0.697
C  -2.05945  0.18348  1.31430  -0.714
H  -2.33115  0.95122  2.04742  0.267
H  0.99017  1.55555  -0.80789  0.174
H  1.86964  -4.08992  -1.51258  0.224
H  -2.40719  -3.42901  -2.04987  0.231
H  -0.06433  1.09565  1.75574  0.238
H  -3.59798  1.68988  -1.04137  0.175
H  -0.33695  -4.67368  -2.63710  0.226
H  -4.18232  3.16411  -1.81977  0.234
H  -2.31907  -1.53519  -0.38240  0.230
H  1.64302  2.86929  -1.80931  0.231
H  4.32517  -0.10272  2.87277  0.231
H  1.95416  2.85480  -0.07698  0.217
H  5.23195  -1.94333  1.48091  0.227
H  3.72368  -3.18788  -0.14509  0.226
H  1.89528  0.61443  2.61045  0.219
H  -1.28285  1.72355  -0.75552  0.173
H  -2.66969  0.36695  0.41800  0.270
H  -4.49599  2.90800  -0.11261  0.220
H  -2.29510  -0.81112  1.71599  0.236

Forces on the atoms, in the same order (eV/Å):
O 0.309 -0.861 0.056
O -0.252 -0.980 -0.089
N -0.968 0.972 -0.178
C -0.235 0.441 0.381
C -0.133 -0.124 -0.192
C -0.112 0.247 0.137
C 0.896 0.753 0.473
C -0.588 -0.057 -0.103
C -0.555 -0.018 -0.280
C 1.023 -0.678 0.088
C 0.324 0.156 0.212
C 0.487 0.186 0.306
C -0.477 -0.048 -0.213
C -0.407 0.644 0.435
C -0.377 0.401 0.259
C 1.228 -1.134 0.546
C 0.811 -1.103 -0.461
C -0.271 0.163 0.120
C 0.385 -0.137 -0.172
C -1.049 0.155 -0.604
C 0.795 -0.123 -0.256
C -0.607 0.655 0.299
H -0.309 -0.144 -0.215
H -0.086 0.086 -0.044
H -0.480 0.018 -0.036
H 0.394 0.121 0.205
H -0.361 -0.113 -0.454
H 0.118 0.066 -0.012
H -0.023 0.169 0.168
H 0.018 -0.044 0.066
H 0.209 -0.370 -0.443
H -0.006 -0.074 0.179
H -0.292 -0.144 -0.263
H -0.075 0.074 -0.039
H -0.334 0.141 0.035
H 0.104 0.226 0.377
H 0.339 -0.032 0.004
H 0.018 0.344 -0.421
H 0.347 -0.053 0.254
H 0.105 0.074 -0.020
H 0.089 0.143 -0.105

HOMO energy   -6.8 eV
E   -25593.301 eV
LUMO   -2.1 eV

- What is the formula in the second record?
  C19H19N5OS

- The highest E belongs to which entry?
  C19H19NO2